[1]
10
Properties=species:S:1:pos:R:3:forces:R:3:lowdin_charge:R:1 method="wB97M-V/def2-TZVPD" fmax_ev_per_a=6.4 orbital_gap_ha="0.270 / 0.275" de_lowest_ev=5.2100 molar_mass_g_mol=76.10 energy_ha=-230.685240 total_charge=0
C -0.271487 -0.693359 0.721626 -1.3 0.0 6.3 -0.220
C -0.878422 1.450564 -0.830038 -0.4 -1.9 -2.1 0.145
C 1.540582 0.980414 0.824455 -2.3 -3.1 3.7 0.135
C -0.053104 -0.840443 -0.594765 1.1 -2.1 -3.7 -0.195
C -0.643531 0.228157 -1.161711 -0.8 3.8 0.3 -0.122
C 0.721429 0.051724 1.365876 2.6 2.7 -3.7 -0.068
H 2.471216 1.514489 1.056021 -0.6 -0.2 -0.3 0.026
H -1.268891 -1.037295 1.080921 0.9 0.9 0.4 0.130
H -1.449693 2.379037 -0.963400 0.6 -0.8 0.1 0.044
H 0.623146 -1.649758 -0.847533 0.2 0.6 -1.2 0.124

***

[2]
60
Properties=species:S:1:pos:R:3:forces:R:3:lowdin_charge:R:1 method="wB97M-V/def2-TZVPD" fmax_ev_per_a=6.6 orbital_gap_ha=0.312 de_lowest_ev=5.9960 molar_mass_g_mol=332.39 energy_ha=-1264.815417 total_charge=0
O 1.723064 -2.717963 -2.220004 -0.2 0.1 -2.4 -0.065
O 2.340038 3.409830 1.160072 4.3 -4.0 3.1 -0.019
O 3.646003 -2.206766 1.018795 1.1 -1.8 -0.3 -0.118
O 1.791033 -2.792275 2.660781 3.1 -0.3 -1.9 -0.024
O -2.043540 1.186102 -2.567909 -0.5 -2.2 0.9 -0.112
O 3.711452 -0.738634 3.331274 0.2 -2.0 -0.3 -0.088
O 0.710800 0.450085 -4.652777 0.3 -3.4 -1.0 0.017
O 0.528456 4.607271 -0.185710 -2.3 0.5 0.1 -0.088
O -1.527846 3.019698 -0.870108 -0.9 0.4 0.9 -0.123
O -0.831095 -1.195095 -3.174562 -0.8 0.8 0.9 -0.065
O -2.886688 3.675493 1.562865 -2.2 0.8 -3.5 0.045
O 0.663630 -3.826075 0.422716 -2.5 -0.6 -4.9 -0.008
N 2.211540 0.259249 -0.643585 0.9 -6.1 -1.5 0.027
N -3.114044 -0.727798 1.489808 1.9 -1.3 -2.5 -0.047
C -2.795234 -0.896127 -0.005200 -4.5 0.9 0.3 -0.236
C -0.468697 -0.466645 1.730223 -2.6 -0.2 -1.2 -0.164
C 0.863040 -0.351025 -0.624775 0.1 0.9 4.6 -0.201
C 0.122379 0.422574 0.640966 -2.1 -1.1 -3.2 -0.140
C -4.240071 -1.292878 -0.540663 1.7 1.2 -0.1 -0.073
C -1.968782 -0.058030 2.119815 1.2 -0.8 -0.4 -0.212
H -1.973717 2.433446 -1.537061 0.4 0.3 0.5 -0.001
H 4.022239 -3.162738 1.143288 -1.8 2.6 -0.9 0.134
H 2.739408 -2.161075 0.612937 1.3 -1.0 0.7 0.040
H -2.132220 3.203756 -0.098870 0.6 -0.3 -1.1 0.026
H -0.359806 4.962966 0.115741 1.8 -0.2 -0.5 0.080
H 2.494154 3.800195 2.019597 -0.3 0.4 -0.2 0.040
H 1.057043 -2.797883 3.173196 -3.6 0.0 2.6 0.004
H -2.477415 0.084641 -0.325253 0.3 0.0 -0.4 0.066
H 2.407705 -2.168375 3.069929 -0.3 0.2 -0.1 0.027
H -2.280215 4.199511 1.978464 2.5 2.2 1.8 0.013
H -2.170954 0.953088 1.888886 0.3 1.4 -0.5 0.070
H 2.845906 -0.250421 -0.018988 -0.3 0.6 -0.4 0.051
H -0.460570 -1.755696 -2.481295 0.2 -0.5 -1.1 0.021
H -4.476547 -2.231603 -0.126517 -0.4 -1.2 0.9 0.050
H 1.060641 -3.673326 1.208615 2.2 0.5 4.2 -0.072
H 0.804338 1.186602 0.978181 0.0 0.1 0.4 0.080
H -4.940585 -0.563136 -0.220012 -0.7 0.6 0.3 0.061
H 1.171603 -3.200385 -1.610978 1.1 0.1 1.3 -0.004
H -0.766230 0.937330 0.124483 1.5 -0.3 0.9 0.079
H -2.267181 -1.737383 -0.387458 1.7 -0.4 0.5 0.095
H 0.486516 1.256864 -4.988884 -0.7 3.4 -1.4 -0.005
H 3.938842 -1.509811 2.711661 -0.1 2.0 0.6 0.035
H -0.671554 -1.506373 1.396843 0.9 0.3 0.0 0.093
H 0.371956 -0.093908 -1.499710 -1.0 0.4 -1.6 0.028
H 4.055031 0.046126 2.909540 0.1 0.2 -0.3 0.038
H -4.335041 -1.451058 -1.591152 0.3 0.2 -1.0 0.059
H 0.922507 0.552370 -3.759571 0.6 0.2 2.2 -0.002
H 2.546502 -2.244948 -2.039397 -0.7 -0.5 1.1 0.052
H 0.739792 -1.494854 -0.478210 1.0 2.1 -0.1 0.096
H -1.195252 1.034196 -3.071066 -1.5 -0.6 1.0 0.054
H 1.782182 3.864518 0.642108 -3.4 3.3 -2.4 -0.112
H 0.165251 3.799865 -0.605185 0.1 0.1 -0.1 0.026
H 0.180275 -0.477958 2.561376 0.5 -0.1 1.2 0.077
H -2.026602 -0.086994 3.162975 -0.5 -0.4 1.8 0.084
H -2.955306 2.913173 2.049111 -0.3 -2.9 1.9 -0.001
H 0.485419 -4.755460 0.251175 0.2 0.1 0.5 0.069
H -2.307641 0.349283 -1.972365 1.5 2.5 -2.7 0.090
H -3.212779 -1.733222 1.590599 0.2 -0.1 1.9 0.094
H 2.270764 1.177230 -0.440086 -0.3 3.6 0.9 -0.005
H -0.899215 -1.539284 -4.065857 0.5 -0.7 0.3 0.061

***

[3]
60
Properties=species:S:1:pos:R:3:forces:R:3:lowdin_charge:R:1 method="wB97M-V/def2-TZVPD" fmax_ev_per_a=1.8 orbital_gap_ha=0.317 de_lowest_ev=2.2246 molar_mass_g_mol=332.39 energy_ha=-1264.954013 total_charge=0
O -1.028183 -3.822640 -3.527386 -0.7 -0.3 -0.2 -0.054
O 2.573974 3.875702 0.689579 0.0 0.2 0.2 -0.052
O 3.383441 -1.024881 0.593743 0.2 0.6 -0.2 -0.070
O -0.909861 2.565456 3.625181 -0.7 -0.3 0.2 -0.048
O -3.503189 4.015205 -0.532634 0.2 0.2 0.5 -0.053
O 1.631612 3.348523 3.521100 0.9 0.0 -0.3 -0.069
O 3.669978 1.578819 -0.194732 0.0 0.2 -0.2 -0.062
O 2.854403 -1.072482 -2.378369 0.2 -0.3 0.5 -0.058
O -3.575701 -2.426842 2.541280 -0.5 0.2 0.7 -0.065
O 1.634990 -1.733018 2.426733 0.6 0.3 0.0 -0.092
O 0.561882 -1.770311 -4.051788 0.5 0.5 0.0 -0.067
O -0.991320 -1.089773 3.221121 -0.4 0.4 -0.7 -0.064
N -1.066274 0.422416 -0.619688 0.4 -0.9 -0.5 -0.159
N -0.507341 -2.947087 0.331101 0.3 1.0 -0.2 0.032
C -0.151472 2.330579 -1.846479 0.7 -0.5 0.4 -0.070
C 0.089632 0.394253 0.297629 -0.6 -0.1 0.4 -0.060
C -0.742910 -2.101955 -0.895950 -0.4 -1.1 0.9 -0.216
C -2.884470 -0.970068 -1.704676 1.1 0.4 0.9 -0.041
C -1.698324 -0.923676 -0.676878 -1.4 0.9 -0.7 -0.341
C -0.659591 0.894490 -1.978999 -0.6 0.0 0.8 -0.231
H 0.384864 -0.599129 0.632982 0.0 -0.1 -0.4 0.044
H -0.786372 2.681647 -1.029295 -0.1 0.9 -0.5 0.069
H 0.660065 -2.386134 -4.781977 0.0 -0.1 0.0 0.051
H 1.746073 4.266126 0.412748 -0.3 0.2 -0.3 0.044
H 0.938558 2.672105 3.575170 -0.2 0.5 0.0 0.009
H -1.596318 0.963148 -2.528416 0.2 0.0 -0.3 0.093
H 2.197117 -2.282379 2.982192 -0.3 -0.2 0.2 0.057
H 4.144393 2.036773 0.510402 0.1 -0.2 -0.1 0.063
H 0.868243 2.433795 -1.472404 0.1 -0.4 0.2 0.041
H 3.300934 -0.220581 -2.396827 -0.2 0.0 -0.3 0.036
H -3.208616 -2.005164 -1.613089 -0.3 0.0 -0.8 0.076
H -3.418247 -2.784135 1.671966 0.3 0.0 -0.2 0.004
H -3.694403 -0.316308 -1.396885 -0.1 0.1 0.2 0.077
H 2.441790 3.750712 1.643005 0.0 -0.3 0.2 0.019
H -0.261880 -1.140599 2.570462 -0.1 -0.1 0.7 -0.003
H -2.288723 -1.057233 0.241979 0.7 0.0 0.4 0.124
H -0.025495 0.157444 -2.478574 0.3 0.3 -0.2 0.099
H 1.196530 4.195119 3.390318 -0.4 -0.2 0.2 0.039
H 2.316109 -1.293758 1.849818 -0.5 -0.4 -0.2 0.010
H -3.207846 3.302908 -1.094071 0.0 -0.4 -0.4 0.010
H -2.920107 3.923599 0.232650 -0.2 0.1 0.0 0.031
H -1.354300 -4.403934 -2.836985 0.3 -0.4 0.3 0.056
H 0.235944 -2.584986 0.925444 0.2 -0.1 -0.2 0.019
H 3.464289 -1.562438 -0.204997 -0.2 0.0 0.0 0.046
H -0.097450 2.907731 -2.768179 -0.8 0.0 0.0 0.080
H -1.180975 -2.876517 -1.518126 -0.2 0.7 -0.5 0.063
H 2.316735 -1.205583 -3.170874 -0.1 0.3 -0.1 0.005
H 3.359562 -0.092879 0.267537 0.1 -0.5 0.2 0.010
H -1.861523 -3.435084 -3.824868 0.2 0.3 -0.3 0.064
H 3.019988 2.257847 -0.438875 0.1 -0.2 0.2 0.022
H 0.157555 -1.751340 -1.399639 0.3 -0.2 0.4 0.100
H -2.811116 -1.911794 2.841736 0.2 -0.2 -0.5 -0.008
H -0.653746 -1.475032 4.027525 0.3 -0.1 0.1 0.049
H -1.380422 1.839567 3.202631 0.2 -0.3 -0.4 0.042
H -1.404594 2.633471 4.451209 0.3 0.2 0.1 0.067
H 0.212495 -2.307735 -3.329100 -0.1 -0.2 -0.2 -0.003
H 0.959058 0.829291 -0.172027 0.2 0.2 0.2 0.065
H -2.566731 -0.600958 -2.674610 -0.1 -0.8 -0.4 0.058
H -0.175801 0.900195 1.229283 0.2 0.4 -0.1 0.080
H -1.337742 -2.793426 0.892020 0.0 -0.3 0.2 0.030

***

[4]
60
Properties=species:S:1:pos:R:3:forces:R:3:lowdin_charge:R:1 method="wB97M-V/def2-TZVPD" fmax_ev_per_a=3.6 orbital_gap_ha=0.389 de_lowest_ev=2.9969 molar_mass_g_mol=334.38 energy_ha=-1285.262538 total_charge=+1
O -2.744276 -4.124086 -1.417330 -0.3 0.0 -0.5 -0.048
O -2.037253 -0.856680 -2.686221 0.7 -0.2 -0.2 -0.075
O -1.677101 1.480602 3.795569 1.2 -0.5 0.9 -0.033
O -0.376009 -4.532472 -2.653275 -1.2 -0.4 -1.4 -0.080
O 3.520674 0.668869 2.917638 0.9 1.3 -0.6 -0.064
O 1.256204 0.522919 4.428098 1.0 0.9 -0.8 -0.036
O -4.175791 -1.879939 -0.594116 -0.2 0.6 1.7 -0.054
O 4.820928 2.629691 1.102918 -0.4 -0.5 0.2 -0.041
O -1.041816 -0.705529 2.353836 -0.2 -1.1 -0.6 -0.049
O 0.703000 -4.478369 -0.317557 -0.4 0.0 -0.9 -0.105
O 0.040812 -2.155053 -4.008256 -0.5 -1.2 -0.2 -0.069
O -2.375545 1.368077 -1.127719 -0.2 0.7 -0.3 -0.091
O -2.468578 2.473925 1.417959 0.9 0.5 -0.8 -0.066
N 1.589913 -0.269477 1.398350 -0.2 0.4 0.9 0.210
C 1.754788 1.988361 -0.729657 0.5 -1.1 0.7 -0.396
C -0.853205 -0.447724 0.985715 -0.5 3.5 0.4 -0.197
C 0.365111 0.498794 0.882828 1.1 -2.1 -2.2 -0.220
C 0.774175 0.816114 -0.556614 -1.1 -0.1 -1.5 -0.169
C 2.128904 2.150008 -2.208426 1.5 -0.3 -0.4 -0.072
C 1.041295 3.270301 -0.288402 1.6 1.7 1.3 -0.062
H -2.332678 2.275402 0.448719 -0.4 -0.2 0.8 0.035
H -3.483223 -4.571568 -1.852126 0.1 0.0 0.2 0.073
H 0.537987 1.148968 4.250987 -0.4 -0.8 0.6 0.036
H 3.151065 0.956114 3.752321 -0.6 -0.4 0.6 0.030
H -0.076640 0.918471 -1.226855 -0.8 1.2 0.6 0.100
H 1.017065 -0.077573 -1.134678 1.4 -0.6 0.7 0.133
H 4.561769 3.552594 1.137194 0.4 0.2 -0.1 0.051
H 2.631258 1.270293 -2.677687 -0.8 0.3 0.5 0.094
H -2.310448 1.937234 -1.920746 -0.1 -0.8 0.5 0.088
H 0.325963 3.101112 0.515914 -0.5 0.0 -0.4 0.042
H -1.326841 -4.450497 -2.374582 0.4 0.3 0.4 0.038
H 0.067823 -5.207726 -0.285115 0.2 0.0 0.7 0.026
H 1.012974 -0.266049 4.896936 -0.9 -0.1 0.4 0.058
H -0.420268 -5.170991 -3.381077 0.4 -0.1 0.3 0.093
H 1.420814 -0.756589 2.294004 -0.2 0.6 -0.2 0.147
H -0.167639 -3.076149 -3.704456 0.2 0.8 0.8 0.018
H -1.779473 3.136665 1.594402 -0.5 0.2 -0.3 0.052
H -3.967944 -1.784423 0.369879 0.3 -0.3 -1.1 0.090
H -2.969740 -0.956821 -2.883866 0.0 -0.3 -0.3 0.045
H -2.434981 1.283617 4.353503 -0.2 0.4 -0.3 0.087
H 5.780039 2.558815 1.069775 0.0 0.3 0.0 0.063
H 1.849982 -0.986691 0.740462 -0.1 -0.4 -0.6 0.158
H -1.653121 0.181720 0.488256 0.5 -0.9 1.1 0.106
H 0.158768 -2.384500 -4.933470 0.2 0.7 -0.5 0.055
H 0.206331 1.425180 1.414222 0.1 -0.2 0.7 0.124
H 1.194579 2.378040 -2.693464 -0.3 -0.2 -0.6 0.070
H -1.882833 2.014583 3.027649 -1.1 0.0 -0.2 -0.003
H -0.829944 -1.329687 0.417530 0.7 -1.4 -0.6 0.116
H 1.736216 4.004538 0.236528 -0.4 -0.9 -0.8 0.096
H 0.635771 3.884014 -1.115840 -0.2 -0.8 0.4 0.094
H -1.460434 -1.267692 -3.388239 -0.6 0.3 0.6 0.038
H 3.885713 1.517190 2.588635 0.4 -0.6 -0.3 0.034
H -5.106084 -1.618971 -0.556569 0.0 -0.1 -0.6 0.069
H 0.559104 -4.307044 -1.282104 0.7 0.2 1.0 -0.009
H -3.077447 -3.215961 -1.283202 0.1 -0.2 0.1 0.012
H 2.609979 1.636496 -0.034046 -0.7 1.5 -1.2 0.134
H -2.237006 0.435348 -1.393490 0.0 0.5 -0.5 0.005
H -1.347868 0.106336 2.770319 -0.2 0.3 0.5 0.018
H 2.444036 0.318553 1.555188 -0.7 -0.4 0.5 0.106
H 2.831122 2.969324 -2.496145 -0.6 -0.2 0.9 0.094